{"formula": "C4H10NO3", "method": "the ωB97M-V functional and the def2-TZVPD basis", "symbols": ["H", "N", "O", "C", "C", "H", "H", "C", "C", "H", "H", "O", "H", "H", "H", "H", "H", "O"], "xyz": [[-0.41588, 2.92042, -1.56362], [0.55695, -1.24502, -0.21360], [-1.26748, -0.50510, 2.73563], [-0.21957, -0.58867, -1.36258], [0.51881, -0.70547, 1.10498], [-0.74656, -1.41993, -1.85260], [0.05913, 1.31530, 1.80932], [-0.82216, -1.01700, 1.73548], [0.86212, 0.79719, 1.27803], [0.88967, 1.29727, 0.30832], [0.13312, 1.48998, -2.23088], [0.59007, 0.10528, -2.18115], [1.76406, 0.98263, 1.85793], [-0.93022, 0.08287, -0.82625], [1.22542, -1.31352, 1.69120], [-1.36480, -1.81838, 1.19316], [1.47450, -1.42659, -0.59639], [-0.42892, 2.37866, -2.36637]], "lowdin_charge": [-0.020, -0.059, 0.018, -0.447, -0.401, 0.083, 0.060, -0.242, -0.040, 0.065, -0.034, -0.288, 0.061, 0.101, 0.140, 0.119, 0.089, -0.203], "homo_lumo_gap_ev": 7.49, "e_homo_ha": -0.1390, "total_charge": -1}

***

{"formula": "C7H4BrF6N4O2S2", "method": "the ωB97M-V functional and the def2-TZVPD basis", "symbols": ["H", "C", "F", "F", "H", "N", "Br", "O", "F", "C", "C", "C", "C", "C", "H", "N", "N", "F", "N", "F", "S", "F", "H", "C", "S", "O"], "xyz": [[4.25820, 0.15502, -0.26259], [-4.28683, 0.35183, -0.65706], [2.63682, -1.83224, -2.17181], [-5.41867, 0.48312, 0.06272], [2.42532, -0.18667, 1.41197], [0.80891, 0.25157, 0.05944], [-1.76223, 0.11854, -2.94246], [-3.17595, -1.44407, 1.02225], [2.42349, -2.23894, 0.00035], [3.17296, -1.58037, -0.94814], [0.14469, 1.10558, 2.74260], [3.23105, -0.03772, -0.66275], [-0.80021, 0.16624, -1.29300], [-0.25383, 0.11075, 0.86898], [3.03293, 0.50892, -1.60746], [0.51088, 0.27452, -1.27127], [-1.35282, 0.07649, -0.00341], [-4.07432, 1.52765, -1.26389], [-0.28519, 0.01423, 2.27180], [-4.52149, -0.65544, -1.51936], [-2.97438, -0.09283, 0.58822], [4.42676, -2.09736, -0.91487], [2.42412, 1.46661, 0.66158], [2.22333, 0.37779, 0.47534], [0.30833, 2.37672, 3.64389], [-3.12188, 0.80007, 1.70892]], "lowdin_charge": [0.146, -0.643, 0.122, 0.169, 0.146, -0.026, 0.930, -0.200, 0.104, -0.554, -0.690, -0.023, -0.659, -0.227, 0.130, 0.152, -0.021, 0.131, 0.168, 0.126, 0.795, 0.132, 0.147, -0.081, 0.945, -0.222], "homo_lumo_gap_ev": 9.58, "e_homo_ha": -0.5253, "total_charge": 1}

***

{"formula": "C44H55N5O2P2S2Si2Zn", "method": "the ωB97M-V functional and the def2-TZVPD basis", "symbols": ["C", "N", "H", "C", "H", "H", "S", "C", "H", "C", "C", "P", "H", "H", "C", "Si", "Zn", "H", "O", "H", "H", "C", "P", "C", "H", "C", "C", "C", "H", "H", "H", "H", "C", "H", "C", "C", "H", "H", "N", "O", "S", "H", "C", "H", "C", "C", "H", "H", "H", "H", "C", "H", "C", "N", "H", "H", "H", "C", "C", "C", "Si", "H", "C", "H", "H", "H", "C", "N", "N", "H", "H", "H", "C", "H", "H", "H", "C", "C", "H", "C", "H", "C", "C", "H", "H", "H", "C", "C", "H", "H", "H", "H", "C", "H", "H", "C", "H", "H", "H", "H", "C", "C", "C", "C", "C", "C", "C", "C", "H", "C", "H", "H", "C"], "xyz": [[-2.04252, -3.93618, -1.15097], [1.63778, -4.81009, 0.72647], [-3.55618, -3.62871, -3.60646], [-3.31114, -2.57025, -3.47712], [-0.94668, 5.90880, 3.26593], [-0.01374, 1.69874, -4.19885], [4.83093, -0.33060, -0.37104], [-2.61405, 2.07775, 4.31417], [-2.73495, -4.72624, -0.85866], [-3.27137, 2.22966, -4.94254], [-4.38356, 4.31254, -1.52918], [-0.63796, 0.08530, -1.80327], [-0.23036, -1.94534, -3.80352], [-2.77277, 5.12176, -2.69821], [-4.74050, 3.41573, -0.53438], [-2.18247, 0.57824, 3.26380], [1.25619, 0.04632, 0.55303], [2.12150, -1.97346, -0.96190], [5.15806, 0.61617, -1.39389], [-4.93128, 1.53283, -3.77161], [-4.21161, -1.99465, -3.70042], [-4.16389, -1.90538, -0.60325], [-1.15820, 1.78126, 0.58267], [-0.98793, 4.11879, 2.09167], [-3.89350, 2.71818, -5.68204], [0.71343, -1.41929, -3.71494], [1.72455, 4.52116, 1.72198], [0.82068, -0.36325, -2.81101], [-5.77579, 3.33060, -0.22621], [2.95101, -2.34641, 1.61230], [8.83709, -0.37661, 2.57924], [7.82184, -0.68705, 0.32894], [2.17914, -4.02093, -0.37827], [-0.38599, 0.34372, 5.00807], [-0.38108, -2.26974, 1.20854], [3.01488, -1.14431, -4.34825], [-3.80173, -0.95828, 4.40266], [-2.85393, 1.75750, 5.33273], [3.44695, 0.12297, 0.41928], [4.74610, -1.72386, -0.71809], [2.37158, 0.70471, 2.71764], [2.11134, 1.14142, -2.01187], [1.79930, -1.80854, -4.48137], [-4.78183, -1.08286, -0.97098], [-3.76712, 2.62987, 0.07285], [1.09280, 3.43365, 1.13114], [-3.54348, -1.44312, 2.72038], [-1.42901, 2.80637, -5.87815], [1.70559, -2.18504, 2.83866], [-2.55682, -2.30394, -4.21967], [-1.00613, -3.61092, 1.06388], [2.78349, 4.68017, 1.55951], [-2.43766, 2.73392, -0.31373], [-1.38849, -1.27138, -1.43906], [1.70275, -2.62865, -5.18246], [-0.96745, -1.53119, 0.63404], [2.01001, -5.74938, 0.70968], [-3.05343, 0.92951, -2.93632], [-1.09196, 1.65296, -4.10399], [-0.04940, 1.06230, -0.53513], [-2.70713, -2.21319, -1.73514], [-1.04575, 3.72654, -1.60556], [3.66359, 0.38124, 1.69798], [-3.80661, -1.60436, 0.38443], [1.48643, 6.26112, 2.95469], [-4.81233, -2.78034, -0.50168], [5.63859, 0.44104, 3.36694], [-1.89541, 0.86227, 1.63010], [1.04293, -2.12279, 0.84975], [-1.90962, -3.77045, 1.64567], [-5.13921, 4.92677, -2.00362], [3.25572, -3.83803, -0.27990], [-3.85385, 1.55766, -3.87675], [-4.58001, -0.06722, 3.09107], [2.86120, -4.49460, 2.45263], [5.01720, 0.74573, 4.19882], [7.22316, -0.37340, 1.17328], [5.87278, -0.12371, 1.04449], [1.65571, 2.78155, 0.47342], [5.08585, 0.27397, 2.10882], [-3.48083, 2.61306, 3.91720], [2.03404, 0.30652, -2.69939], [1.94226, -2.65615, 1.88687], [3.86911, -1.45296, -4.93750], [-1.17308, -4.34433, -1.66582], [-3.51423, 0.43078, -2.09208], [0.99776, 5.40823, 2.50033], [-3.05252, 4.42436, -1.91835], [1.12341, -4.48656, 2.73349], [7.45963, 0.32939, 4.48636], [-4.02140, 1.92047, 0.85258], [-1.54692, -3.62747, -0.08443], [-0.26349, 3.20428, 1.32687], [-1.08093, -1.23265, 4.63605], [-1.78234, 2.78133, 4.37357], [-0.36666, 5.20967, 2.67635], [-0.34181, -4.46762, 0.94831], [2.02787, -4.57030, -1.30805], [0.07911, -0.47553, 3.53125], [0.55244, -2.72926, -1.10182], [-1.66537, 0.96685, -3.03721], [1.44351, -2.68013, -0.47810], [-0.76391, -0.28232, 4.19614], [7.78033, -0.19545, 2.43409], [-2.08575, 3.64279, -1.31014], [6.99858, 0.20612, 3.51548], [3.13050, -0.08688, -3.46034], [-3.66219, -0.58326, 3.38491], [-2.05321, 3.97376, 2.22795], [-1.88950, 2.27986, -5.05144], [-0.50387, -1.99168, 2.26284], [4.07399, 0.42960, -3.34314], [1.90122, -4.18162, 2.02531]], "lowdin_charge": [-0.010, -0.086, 0.028, -0.162, 0.102, 0.106, 0.655, -0.191, 0.071, -0.089, -0.096, 0.670, 0.087, 0.104, -0.088, 0.283, 0.565, 0.091, -0.277, 0.106, 0.030, -0.160, 0.636, -0.096, 0.100, -0.094, -0.087, -0.321, 0.098, 0.111, 0.109, 0.124, -0.170, 0.029, -0.205, -0.075, 0.023, 0.028, -0.147, -0.284, 0.778, 0.088, -0.081, 0.027, -0.092, -0.131, -0.005, 0.101, 0.101, 0.023, 0.086, 0.102, -0.299, -0.244, 0.099, 0.081, 0.116, -0.111, -0.071, -0.514, 0.290, 0.114, -0.790, 0.011, 0.098, 0.033, -0.013, -0.240, -0.177, 0.123, 0.098, 0.107, -0.081, 0.024, 0.122, 0.110, -0.026, -0.214, 0.065, -0.218, 0.025, -0.106, -0.173, 0.103, 0.067, 0.079, -0.093, -0.083, 0.112, 0.108, 0.089, -0.011, -0.276, 0.025, 0.013, -0.083, 0.086, 0.123, -0.066, 0.089, -0.269, -0.142, -0.191, -0.059, -0.087, -0.056, -0.082, -0.192, 0.100, -0.080, 0.114, 0.087, -0.177], "homo_lumo_gap_ev": 4.98, "e_homo_ha": -0.2508}

***

{"formula": "C17H24N2O4", "method": "the ωB97M-V functional and the def2-TZVPD basis", "symbols": ["H", "H", "H", "H", "C", "H", "N", "C", "H", "O", "O", "H", "C", "C", "C", "H", "O", "C", "H", "C", "C", "H", "H", "C", "H", "H", "C", "H", "H", "H", "C", "H", "O", "C", "N", "C", "H", "H", "C", "C", "H", "H", "H", "C", "C", "H", "H"], "xyz": [[-1.34789, 2.09842, 1.37075], [7.00469, 1.31461, -0.08994], [3.97973, -1.67828, 0.28466], [-7.06961, 0.59172, -0.20138], [5.99201, -2.37656, 0.20348], [0.80868, 1.49967, 1.38470], [-1.17740, 1.06177, -0.44923], [0.16262, 1.17358, -0.63695], [2.89285, 2.78392, 0.75088], [-5.15124, -1.34994, -0.34947], [0.70311, 0.67943, -1.60725], [2.90441, 0.26768, 1.15432], [6.73691, 0.27287, -0.00735], [5.01674, -1.39230, 0.20437], [-2.48224, 0.25579, 1.44079], [-2.79206, 0.85479, -1.74867], [4.51957, 0.99468, 0.09243], [2.41357, 2.07881, 0.06954], [-8.35907, -0.44481, -0.82497], [3.13295, 0.73783, 0.18520], [7.33030, -2.04876, 0.09999], [-2.79418, 2.08565, 0.34515], [-3.14718, -1.55884, -1.29812], [0.92791, 1.97411, 0.40763], [8.74048, -0.44679, -0.08801], [-3.14413, 0.55309, 2.25515], [-4.58605, -0.64486, 0.65459], [-6.86057, -1.67219, 0.75745], [2.53238, 2.44934, -0.94858], [5.69383, -3.41185, 0.28551], [7.69765, -0.71580, -0.00581], [-6.96274, -0.06291, -1.84486], [-5.19912, -0.16725, 1.58050], [-2.49728, -0.98228, -0.64334], [-3.23773, -0.57244, 0.52909], [-7.28715, -0.26994, -0.82757], [-1.30746, -0.03399, -2.19458], [2.80593, 0.07321, -0.62200], [5.38354, -0.05517, 0.09730], [-6.56922, -1.49643, -0.28284], [-6.78609, -2.38087, -0.88555], [-1.64653, -0.32949, 1.83981], [0.50278, 2.97907, 0.45554], [-1.94477, 1.48815, 0.69793], [-1.95786, 0.25561, -1.36835], [-1.65762, -1.60915, -0.32283], [8.08253, -2.82295, 0.10086]], "lowdin_charge": [0.113, 0.115, 0.102, 0.074, -0.092, 0.121, -0.060, -0.440, 0.121, -0.011, 0.061, 0.136, -0.013, -0.027, -0.105, 0.135, -0.041, -0.156, 0.077, -0.209, -0.109, 0.137, 0.126, -0.105, 0.102, 0.126, -0.540, 0.122, 0.124, 0.102, -0.092, 0.076, 0.090, -0.103, -0.039, -0.062, 0.123, 0.123, -0.269, -0.217, 0.123, 0.133, 0.125, -0.117, -0.106, 0.136, 0.096], "homo_lumo_gap_ev": 9.00, "e_homo_ha": -0.3071, "smiles": "CCOC(=O)N1CCN(C(=O)CCCOc2ccccc2)CC1"}

***

Please write out number 4 again, unchanged.
{"formula": "C17H24N2O4", "method": "the ωB97M-V functional and the def2-TZVPD basis", "symbols": ["H", "H", "H", "H", "C", "H", "N", "C", "H", "O", "O", "H", "C", "C", "C", "H", "O", "C", "H", "C", "C", "H", "H", "C", "H", "H", "C", "H", "H", "H", "C", "H", "O", "C", "N", "C", "H", "H", "C", "C", "H", "H", "H", "C", "C", "H", "H"], "xyz": [[-1.34789, 2.09842, 1.37075], [7.00469, 1.31461, -0.08994], [3.97973, -1.67828, 0.28466], [-7.06961, 0.59172, -0.20138], [5.99201, -2.37656, 0.20348], [0.80868, 1.49967, 1.38470], [-1.17740, 1.06177, -0.44923], [0.16262, 1.17358, -0.63695], [2.89285, 2.78392, 0.75088], [-5.15124, -1.34994, -0.34947], [0.70311, 0.67943, -1.60725], [2.90441, 0.26768, 1.15432], [6.73691, 0.27287, -0.00735], [5.01674, -1.39230, 0.20437], [-2.48224, 0.25579, 1.44079], [-2.79206, 0.85479, -1.74867], [4.51957, 0.99468, 0.09243], [2.41357, 2.07881, 0.06954], [-8.35907, -0.44481, -0.82497], [3.13295, 0.73783, 0.18520], [7.33030, -2.04876, 0.09999], [-2.79418, 2.08565, 0.34515], [-3.14718, -1.55884, -1.29812], [0.92791, 1.97411, 0.40763], [8.74048, -0.44679, -0.08801], [-3.14413, 0.55309, 2.25515], [-4.58605, -0.64486, 0.65459], [-6.86057, -1.67219, 0.75745], [2.53238, 2.44934, -0.94858], [5.69383, -3.41185, 0.28551], [7.69765, -0.71580, -0.00581], [-6.96274, -0.06291, -1.84486], [-5.19912, -0.16725, 1.58050], [-2.49728, -0.98228, -0.64334], [-3.23773, -0.57244, 0.52909], [-7.28715, -0.26994, -0.82757], [-1.30746, -0.03399, -2.19458], [2.80593, 0.07321, -0.62200], [5.38354, -0.05517, 0.09730], [-6.56922, -1.49643, -0.28284], [-6.78609, -2.38087, -0.88555], [-1.64653, -0.32949, 1.83981], [0.50278, 2.97907, 0.45554], [-1.94477, 1.48815, 0.69793], [-1.95786, 0.25561, -1.36835], [-1.65762, -1.60915, -0.32283], [8.08253, -2.82295, 0.10086]], "lowdin_charge": [0.113, 0.115, 0.102, 0.074, -0.092, 0.121, -0.060, -0.440, 0.121, -0.011, 0.061, 0.136, -0.013, -0.027, -0.105, 0.135, -0.041, -0.156, 0.077, -0.209, -0.109, 0.137, 0.126, -0.105, 0.102, 0.126, -0.540, 0.122, 0.124, 0.102, -0.092, 0.076, 0.090, -0.103, -0.039, -0.062, 0.123, 0.123, -0.269, -0.217, 0.123, 0.133, 0.125, -0.117, -0.106, 0.136, 0.096], "homo_lumo_gap_ev": 9.00, "e_homo_ha": -0.3071, "smiles": "CCOC(=O)N1CCN(C(=O)CCCOc2ccccc2)CC1"}

***

Please write out number 4 again, unchanged.
{"formula": "C17H24N2O4", "method": "the ωB97M-V functional and the def2-TZVPD basis", "symbols": ["H", "H", "H", "H", "C", "H", "N", "C", "H", "O", "O", "H", "C", "C", "C", "H", "O", "C", "H", "C", "C", "H", "H", "C", "H", "H", "C", "H", "H", "H", "C", "H", "O", "C", "N", "C", "H", "H", "C", "C", "H", "H", "H", "C", "C", "H", "H"], "xyz": [[-1.34789, 2.09842, 1.37075], [7.00469, 1.31461, -0.08994], [3.97973, -1.67828, 0.28466], [-7.06961, 0.59172, -0.20138], [5.99201, -2.37656, 0.20348], [0.80868, 1.49967, 1.38470], [-1.17740, 1.06177, -0.44923], [0.16262, 1.17358, -0.63695], [2.89285, 2.78392, 0.75088], [-5.15124, -1.34994, -0.34947], [0.70311, 0.67943, -1.60725], [2.90441, 0.26768, 1.15432], [6.73691, 0.27287, -0.00735], [5.01674, -1.39230, 0.20437], [-2.48224, 0.25579, 1.44079], [-2.79206, 0.85479, -1.74867], [4.51957, 0.99468, 0.09243], [2.41357, 2.07881, 0.06954], [-8.35907, -0.44481, -0.82497], [3.13295, 0.73783, 0.18520], [7.33030, -2.04876, 0.09999], [-2.79418, 2.08565, 0.34515], [-3.14718, -1.55884, -1.29812], [0.92791, 1.97411, 0.40763], [8.74048, -0.44679, -0.08801], [-3.14413, 0.55309, 2.25515], [-4.58605, -0.64486, 0.65459], [-6.86057, -1.67219, 0.75745], [2.53238, 2.44934, -0.94858], [5.69383, -3.41185, 0.28551], [7.69765, -0.71580, -0.00581], [-6.96274, -0.06291, -1.84486], [-5.19912, -0.16725, 1.58050], [-2.49728, -0.98228, -0.64334], [-3.23773, -0.57244, 0.52909], [-7.28715, -0.26994, -0.82757], [-1.30746, -0.03399, -2.19458], [2.80593, 0.07321, -0.62200], [5.38354, -0.05517, 0.09730], [-6.56922, -1.49643, -0.28284], [-6.78609, -2.38087, -0.88555], [-1.64653, -0.32949, 1.83981], [0.50278, 2.97907, 0.45554], [-1.94477, 1.48815, 0.69793], [-1.95786, 0.25561, -1.36835], [-1.65762, -1.60915, -0.32283], [8.08253, -2.82295, 0.10086]], "lowdin_charge": [0.113, 0.115, 0.102, 0.074, -0.092, 0.121, -0.060, -0.440, 0.121, -0.011, 0.061, 0.136, -0.013, -0.027, -0.105, 0.135, -0.041, -0.156, 0.077, -0.209, -0.109, 0.137, 0.126, -0.105, 0.102, 0.126, -0.540, 0.122, 0.124, 0.102, -0.092, 0.076, 0.090, -0.103, -0.039, -0.062, 0.123, 0.123, -0.269, -0.217, 0.123, 0.133, 0.125, -0.117, -0.106, 0.136, 0.096], "homo_lumo_gap_ev": 9.00, "e_homo_ha": -0.3071, "smiles": "CCOC(=O)N1CCN(C(=O)CCCOc2ccccc2)CC1"}